Model A:
{"formula": "C4H9OP", "method": "wB97M-V/def2-TZVPD", "elements": ["P", "O", "C", "C", "C", "C", "H", "H", "H", "H", "H", "H", "H", "H", "H"], "coordinates": [[1.108, -2.176, -1.045], [0.186, 0.312, 1.741], [-0.012, 0.143, 0.339], [-1.371, 0.742, -0.067], [-0.052, -1.327, 0.101], [1.111, 0.817, -0.448], [0.963, 0.657, -1.514], [-0.756, -1.910, 0.669], [-1.349, 1.830, 0.022], [2.069, 0.388, -0.158], [1.130, 1.888, -0.250], [0.562, -3.448, -0.807], [-1.601, 0.477, -1.099], [-2.154, 0.351, 0.580], [0.165, 1.256, 1.936]], "total_charge": 0, "homo_energy_ev": -9.03, "multiplicity": 1, "smiles": "[H]/P=C/C(C)(C)O"}

Model B:
{"formula": "C4H9OP", "method": "wB97M-V/def2-TZVPD", "elements": ["P", "O", "C", "C", "C", "C", "H", "H", "H", "H", "H", "H", "H", "H", "H"], "coordinates": [[-0.994, -1.464, -1.651], [1.179, 0.045, -1.239], [-1.854, 0.558, 1.012], [2.256, 0.263, -0.425], [-1.019, 0.982, 0.073], [0.017, -0.319, -0.554], [2.987, 0.765, -1.068], [2.636, -0.744, 0.005], [0.273, -0.824, 0.337], [1.892, 0.799, 0.436], [-2.634, 1.112, 1.336], [-0.250, -2.602, -1.370], [-1.965, -1.501, -0.778], [-1.902, -0.490, 1.203], [-1.138, 1.933, -0.457]], "total_charge": 0, "homo_energy_ev": -9.30, "multiplicity": 1, "smiles": "C=C[C@@H](P)OC"}

Most favorable first, least favorable last: model A, model B

Model A:
{"formula": "C32H54N7O5", "method": "wB97M-V/def2-TZVPD", "elements": ["O", "O", "O", "O", "O", "N", "N", "N", "N", "N", "N", "N", "C", "C", "C", "C", "C", "C", "C", "C", "C", "C", "C", "C", "C", "C", "C", "C", "C", "C", "C", "C", "C", "C", "C", "C", "C", "C", "C", "C", "C", "C", "C", "C", "H", "H", "H", "H", "H", "H", "H", "H", "H", "H", "H", "H", "H", "H", "H", "H", "H", "H", "H", "H", "H", "H", "H", "H", "H", "H", "H", "H", "H", "H", "H", "H", "H", "H", "H", "H", "H", "H", "H", "H", "H", "H", "H", "H", "H", "H", "H", "H", "H", "H", "H", "H", "H", "H"], "coordinates": [[0.981, 2.259, 1.603], [3.340, -2.563, 4.630], [-1.983, -2.343, 0.222], [-3.195, -0.865, -1.015], [-0.538, -1.449, -3.661], [-3.994, -0.367, 2.561], [1.577, 5.116, -3.259], [5.927, -4.458, 0.991], [-1.475, 2.415, -2.378], [3.991, 0.233, 2.181], [-0.932, 1.845, 2.842], [-7.324, -1.064, -0.159], [-0.161, 1.546, 1.724], [-2.388, -1.229, 0.024], [2.623, -2.671, 2.305], [-7.255, -0.078, -0.748], [-7.160, 1.196, -1.510], [3.770, -7.497, 1.199], [-2.719, 0.235, 2.263], [-2.151, 1.262, 3.125], [-1.945, -0.141, 1.054], [2.716, 4.991, -3.161], [4.189, 4.827, -3.034], [3.675, -2.040, 3.313], [-0.680, 0.549, 0.798], [-0.556, 3.059, -4.764], [-2.895, 2.987, -5.770], [4.954, -7.592, 2.156], [-3.863, -1.822, 2.881], [-5.888, 2.330, 0.384], [-0.035, -1.399, -2.205], [3.388, 1.589, 2.107], [5.286, -6.256, 2.826], [-1.631, 3.813, -5.551], [-1.388, -0.690, -2.737], [4.541, 4.312, -1.635], [-4.672, -2.767, 1.907], [-5.901, 1.963, -1.096], [-1.073, 2.695, -3.420], [-2.785, -1.457, -2.260], [2.111, 1.467, 1.144], [4.103, 5.262, -0.524], [5.643, -5.243, 1.796], [3.610, -0.468, 3.424], [4.704, -2.401, 3.059], [-8.054, 1.793, -1.317], [-4.015, -3.435, 1.284], [4.432, -5.892, 3.402], [-5.830, 2.877, -1.690], [-3.620, 3.552, -6.359], [3.552, -8.476, 0.768], [-6.756, 2.941, 0.644], [1.930, -1.914, 1.848], [-1.895, 4.734, -5.026], [4.671, 5.789, -3.221], [4.534, 4.122, -3.792], [4.560, 6.246, -0.647], [-2.720, 1.576, 4.031], [-0.261, 2.149, -5.292], [-2.671, 2.061, -6.306], [-2.768, -2.102, 2.823], [5.622, 4.166, -1.572], [0.331, 3.685, -4.645], [1.982, -3.413, 2.865], [2.443, 1.930, 0.169], [4.999, 0.269, 2.050], [4.364, -0.182, 4.223], [-5.891, 1.441, 1.020], [6.129, -6.377, 3.510], [-0.111, -2.369, -1.668], [3.179, -3.283, 1.543], [-4.659, -0.212, 1.801], [-3.466, -1.191, -3.107], [2.559, -0.212, 3.757], [3.114, -1.799, 5.186], [3.018, 5.387, -0.507], [5.826, -7.957, 1.607], [4.075, 3.336, -1.473], [-4.176, -2.052, 3.940], [3.073, 1.946, 3.126], [3.977, -6.817, 0.370], [-1.400, 0.465, -2.788], [-4.988, 2.899, 0.626], [-1.223, 4.102, -6.522], [1.919, 0.372, 1.044], [-5.351, -3.454, 2.483], [0.845, -0.711, -2.154], [-7.129, 0.969, -2.577], [-0.602, 2.564, 3.494], [4.728, -8.330, 2.929], [-3.376, 2.730, -4.824], [2.874, -7.146, 1.717], [-0.078, 0.324, -0.118], [-5.013, 1.364, -1.321], [4.399, 4.869, 0.450], [4.160, 2.259, 1.630], [-2.513, -2.537, -2.210], [-5.273, -2.149, 1.162]], "total_charge": 1, "homo_energy_ev": -11.72, "multiplicity": 1}

Model B:
{"formula": "C32H54N7O5", "method": "wB97M-V/def2-TZVPD", "elements": ["O", "O", "O", "O", "O", "N", "N", "N", "N", "N", "N", "N", "C", "C", "C", "C", "C", "C", "C", "C", "C", "C", "C", "C", "C", "C", "C", "C", "C", "C", "C", "C", "C", "C", "C", "C", "C", "C", "C", "C", "C", "C", "C", "C", "H", "H", "H", "H", "H", "H", "H", "H", "H", "H", "H", "H", "H", "H", "H", "H", "H", "H", "H", "H", "H", "H", "H", "H", "H", "H", "H", "H", "H", "H", "H", "H", "H", "H", "H", "H", "H", "H", "H", "H", "H", "H", "H", "H", "H", "H", "H", "H", "H", "H", "H", "H", "H", "H"], "coordinates": [[-1.553, 3.394, -1.617], [-2.249, -0.265, -2.742], [0.409, -1.607, 2.598], [6.178, -1.681, 0.222], [0.079, -0.326, -3.155], [-1.068, -3.923, -2.689], [-4.370, -2.893, -5.403], [0.011, -3.466, 1.096], [-3.593, 2.039, 4.907], [6.910, 3.134, 0.076], [-3.638, 0.702, 0.922], [3.813, -0.118, 2.792], [-4.642, 2.993, 1.901], [-0.688, -3.271, -1.416], [-6.232, -2.397, -3.532], [-5.191, -2.676, -4.579], [-6.658, 2.857, 0.351], [0.075, -2.019, 1.299], [1.325, -0.474, 2.619], [-0.038, -3.672, -3.759], [-0.355, -4.101, -0.143], [2.658, -0.743, 3.529], [-4.968, -3.776, -1.803], [-6.168, 2.980, 1.790], [-5.592, -2.426, -2.141], [-1.570, 3.081, 6.332], [-0.607, -2.904, -5.053], [7.581, 2.531, -0.711], [-4.081, 1.712, 1.354], [-0.931, -0.692, -2.489], [4.600, -1.145, 2.043], [-2.056, 1.970, -1.507], [-2.316, 1.158, -3.005], [-0.334, 2.187, 6.213], [-0.273, -1.117, 0.094], [-0.636, -1.718, -1.290], [-0.447, 2.327, -1.197], [4.493, 0.004, -0.410], [7.193, 2.821, -3.666], [5.417, -0.557, 0.786], [-0.569, 0.775, 6.740], [-2.702, 2.498, 5.535], [8.543, 2.576, -3.000], [8.428, 1.779, -1.698], [-4.550, -3.758, -0.793], [-0.366, -3.487, -6.018], [-1.508, 1.565, -3.696], [-4.223, 3.836, 1.344], [-6.341, 1.915, -0.104], [7.977, 0.800, -1.885], [0.769, 0.379, 3.172], [7.326, 3.366, -4.603], [5.922, -2.476, 0.737], [1.719, -0.141, 1.603], [-0.020, 2.127, 5.165], [-6.576, 2.149, 2.375], [-7.024, -3.147, -3.606], [-6.675, -1.417, -3.721], [-4.342, 3.095, 2.948], [-2.745, 1.652, -0.573], [2.822, -1.870, 3.667], [0.212, -4.095, 1.897], [0.346, 0.183, 6.661], [9.189, 2.032, -3.695], [2.565, -0.176, 4.534], [0.327, 2.121, -2.002], [-5.713, -4.575, -1.848], [-4.820, -1.651, -2.072], [-6.280, 3.681, -0.263], [6.168, 0.244, 1.099], [-6.353, -2.188, -1.393], [6.534, 3.420, -3.033], [-3.374, 1.520, -3.247], [0.811, -3.031, -3.299], [-0.157, -1.854, -5.200], [-1.342, 0.255, 6.168], [-0.873, 0.794, 7.791], [9.420, 1.618, -1.267], [3.371, -0.146, -0.231], [4.782, 1.098, -0.610], [-0.213, 2.464, -0.083], [-4.153, -4.027, -2.487], [-0.404, -5.242, -0.207], [-7.750, 2.881, 0.318], [4.760, -0.561, -1.384], [-1.347, 4.083, 5.955], [-2.008, -3.629, -2.995], [9.021, 3.540, -2.803], [4.398, 0.445, 3.420], [0.491, 2.641, 6.770], [5.400, -1.566, 2.772], [-0.252, 0.020, 0.256], [-6.565, 3.903, 2.223], [-1.878, 3.174, 7.377], [-1.752, -2.740, -4.954], [6.689, 1.875, -3.890], [3.932, -1.998, 1.629], [0.469, -4.647, -4.114]], "total_charge": 1, "homo_energy_ev": -11.66, "multiplicity": 1}

Most favorable first, least favorable last: model A, model B

Model A:
{"formula": "C5H14NO2", "method": "wB97M-V/def2-TZVPD", "elements": ["O", "O", "N", "C", "C", "C", "C", "C", "H", "H", "H", "H", "H", "H", "H", "H", "H", "H", "H", "H", "H", "H"], "coordinates": [[2.681, -0.770, 0.774], [1.091, 2.236, -1.848], [0.195, -1.234, 2.413], [0.295, -0.658, 0.924], [-1.172, 0.490, -0.801], [-1.323, -0.759, -1.655], [1.728, 0.002, 0.719], [-0.831, 0.373, 0.699], [-1.668, -0.171, 1.093], [1.728, 0.907, 0.141], [1.010, -0.905, 2.980], [0.317, -1.452, 0.271], [-0.769, -1.638, -1.193], [1.747, 2.848, -1.525], [-2.054, 1.180, -0.963], [-0.809, -0.601, -2.672], [-0.606, 1.392, 1.032], [1.722, 1.720, -2.347], [-2.362, -0.955, -1.986], [-0.516, 1.191, -1.203], [-0.663, -0.967, 2.868], [0.260, -2.229, 2.278]], "total_charge": 1, "homo_energy_ev": -14.14, "multiplicity": 1}

Model B:
{"formula": "C5H14NO2", "method": "wB97M-V/def2-TZVPD", "elements": ["O", "O", "N", "C", "C", "C", "C", "C", "H", "H", "H", "H", "H", "H", "H", "H", "H", "H", "H", "H", "H", "H"], "coordinates": [[4.748, 0.826, -0.278], [2.980, -1.371, 0.253], [-0.408, -0.079, 0.140], [-2.710, 0.406, 0.544], [-2.023, -1.905, -0.097], [-0.120, 1.432, 0.155], [-3.052, 1.147, -0.790], [-1.661, -0.616, 0.208], [5.447, 0.886, -0.949], [-3.549, -0.041, 1.152], [3.668, -0.795, -0.104], [4.503, 1.731, -0.074], [-2.171, 1.074, 1.177], [-3.746, 0.529, -1.464], [3.310, -1.956, 0.941], [0.691, 1.658, -0.494], [0.267, -0.829, 0.092], [-3.527, 2.113, -0.530], [0.084, 1.403, 1.264], [-3.072, -2.191, -0.100], [-2.189, 1.235, -1.471], [-1.343, -2.709, -0.374]], "total_charge": 1, "homo_energy_ev": -13.59, "multiplicity": 1}

Model C:
{"formula": "C5H14NO2", "method": "wB97M-V/def2-TZVPD", "elements": ["O", "O", "N", "C", "C", "C", "C", "C", "H", "H", "H", "H", "H", "H", "H", "H", "H", "H", "H", "H", "H", "H"], "coordinates": [[-2.951, -1.063, -0.104], [-1.328, 2.337, 0.878], [-0.789, 0.547, -1.154], [0.987, -0.377, 0.354], [-0.403, 0.279, 0.253], [2.132, 0.648, 0.383], [1.192, -1.538, -0.620], [-0.645, 1.413, 1.222], [2.857, 0.428, -0.408], [1.859, -2.291, -0.208], [-1.569, -0.073, -1.383], [-0.018, 0.615, -1.818], [0.268, -2.045, -0.900], [-1.227, 1.484, -1.197], [-1.048, -0.553, 0.532], [1.836, 1.698, 0.329], [1.698, -1.170, -1.514], [-3.618, -0.382, -0.307], [1.026, -0.809, 1.360], [-0.200, 1.209, 2.203], [-2.856, -0.962, 0.849], [2.795, 0.606, 1.250]], "total_charge": 1, "homo_energy_ev": -14.83, "multiplicity": 1}

Model D:
{"formula": "C5H14NO2", "method": "wB97M-V/def2-TZVPD", "elements": ["O", "O", "N", "C", "C", "C", "C", "C", "H", "H", "H", "H", "H", "H", "H", "H", "H", "H", "H", "H", "H", "H"], "coordinates": [[2.095, 1.864, 0.936], [2.822, -0.877, 0.656], [-1.530, 0.634, 1.530], [-0.640, 0.269, 2.366], [-1.500, -0.737, -0.616], [-1.391, 0.422, 0.063], [-0.158, -0.795, -2.848], [-1.480, -0.830, -2.102], [2.272, 1.005, 0.568], [-1.729, -1.924, -2.402], [-0.123, 0.007, -3.598], [-1.330, 1.383, -0.370], [3.499, -1.474, 0.295], [-2.547, 0.884, 1.778], [3.164, -0.796, 1.546], [0.371, -0.028, 2.176], [-0.020, -1.466, -3.614], [-1.083, 0.263, 3.407], [0.776, -0.972, -2.334], [-1.698, -1.606, -0.030], [2.525, 2.607, 0.539], [-2.235, -0.329, -2.684]], "total_charge": 1, "homo_energy_ev": -13.92, "multiplicity": 1}

Most favorable first, least favorable last: model C, model A, model D, model B